Entry 1:
DFT (ωB97M-V/def2-TZVPD) results for the molecule C6H7NO in a non-equilibrium geometry.

Structure (XYZ):
```
15
Properties=species:S:1:pos:R:3:mulliken_charge:R:1
O -2.27084 -0.44624 -0.25446 -0.598
C -1.11129 -0.24875 0.11558 0.321
C -0.16261 -1.46529 0.02404 -0.543
C 1.35734 -1.30714 0.16888 -0.187
C 1.77680 -0.10566 -0.01809 -0.678
C 0.73533 0.85905 -0.38608 0.240
N 0.00503 2.04798 -0.18691 -0.611
C -0.34888 0.79328 0.64615 -0.106
H -0.33222 -2.15284 -0.90086 0.276
H -0.26084 -1.95134 0.92011 0.398
H 2.02553 -2.24742 -0.22294 0.249
H 2.67189 0.17568 -0.42637 0.391
H 0.26348 0.30780 -1.31088 0.255
H 0.38984 3.16973 0.28065 0.315
H -0.10640 0.77947 1.70146 0.278
```

LUMO, eV: 0.66
HOMO, eV: -9.2374
Frontier orbital gap, eV: 9.89
Calculated total energy, Ha: -362.572760
F_max, eV/A: 6.08

---

Entry 2:
DFT (ωB97M-V/def2-TZVPD) results for the molecule C6H7NO in a non-equilibrium geometry.

Structure (XYZ):
```
15
Properties=species:S:1:pos:R:3:mulliken_charge:R:1
C -0.50092 2.12587 0.11676 -0.040
C -0.10275 1.19445 -0.54254 -0.824
C 0.23601 -0.23097 -0.65350 1.014
C -0.65669 -1.12838 0.01036 -0.436
C -2.85009 -0.09355 0.31882 0.063
C 1.62775 -0.39994 -0.13546 -1.657
N -3.76192 -0.07056 -0.55730 -0.489
O -1.89407 -0.96429 0.25492 -0.183
H -1.08172 2.92820 0.35364 0.432
H 0.27637 -0.42892 -1.77494 0.168
H -0.14858 -1.93779 0.40090 0.423
H 1.73605 -0.07892 0.85984 0.411
H 1.94591 -1.45094 -0.21977 0.373
H 2.33808 0.10174 -0.68862 0.472
H -4.43868 0.60746 -0.24597 0.274
```

LUMO (spin up / spin down), eV: -0.39 / 0.20
HOMO (spin up / spin down), eV: -7.6600 / -8.3172
Frontier orbital gap (spin up / spin down), eV: 7.27 / 8.52
Calculated total energy, Ha: -362.571519
F_max, eV/A: 4.23

---

Entry 3:
DFT (ωB97M-V/def2-TZVPD) results for a cluster of 2 separate species, C6H7NO in total in a non-equilibrium geometry.

Structure (XYZ):
```
15
Properties=species:S:1:pos:R:3:mulliken_charge:R:1
O 0.41153 -0.00689 -2.98747 -0.503
C 0.34816 0.57246 -1.96306 0.942
C 0.09840 0.99591 -0.79767 -0.406
C -0.38601 2.07512 0.09701 -0.588
C 0.74618 1.26958 0.57914 -0.437
H -0.16666 3.09845 -0.21431 0.231
H -1.30937 1.85325 0.54570 0.257
H 0.49502 0.37786 1.20264 0.226
H 1.71279 1.64185 0.48680 0.263
C -1.45118 -1.89238 -0.82298 -0.958
C -1.63900 -1.01368 0.28641 0.600
N -1.80991 -0.47936 1.27127 -0.500
H -1.40810 -1.53924 -1.79686 0.329
H -0.39822 -2.28760 -0.47279 0.236
H -2.26361 -2.57540 -0.77293 0.310
```

LUMO, eV: 0.74
HOMO, eV: -8.8680
Frontier orbital gap, eV: 9.61
Calculated total energy, Ha: -362.705773
F_max, eV/A: 3.73

---

Entry 4:
DFT (ωB97M-V/def2-TZVPD) results for the molecule C6H7NO in a non-equilibrium geometry.

Structure (XYZ):
```
15
Properties=species:S:1:pos:R:3:mulliken_charge:R:1
C 2.05159 0.32960 -0.23608 0.680
C 0.12500 -1.21642 -0.47307 -0.374
C -0.42315 -0.63137 0.87646 -0.801
C 1.13735 -0.20036 -1.03135 -0.721
C -1.33690 0.61560 0.66703 0.294
C -0.88790 1.69288 -0.13630 -0.434
N 2.78943 0.69428 0.56490 -0.517
O -1.76315 0.83537 -0.61269 -0.391
H 0.74497 -2.09073 -0.19905 0.313
H -0.62351 -1.57185 -1.28662 0.281
H -0.94886 -1.38295 1.52524 0.372
H 0.45431 -0.33047 1.51790 0.294
H 1.29037 -0.20228 -2.15846 0.277
H -2.16128 0.78458 1.40786 0.389
H -0.44826 2.67413 -0.42577 0.337
```

LUMO (spin up / spin down), eV: 0.77 / -0.82
HOMO (spin up / spin down), eV: -8.6270 / -7.5102
Frontier orbital gap (spin up / spin down), eV: 9.40 / 6.69
Calculated total energy, Ha: -362.615052
F_max, eV/A: 5.35

---

Entry 5:
DFT (ωB97M-V/def2-TZVPD) results for the molecule C6H7NO in a non-equilibrium geometry.

Structure (XYZ):
```
15
Properties=species:S:1:pos:R:3:mulliken_charge:R:1
C 2.18608 -0.00492 -0.67361 -0.867
C 0.78248 0.26649 -1.21896 -0.537
C -0.47543 0.11781 -0.31724 0.389
N -1.05002 1.17587 0.11886 -0.524
C -1.94289 0.85150 1.16255 -0.176
C -1.92857 -0.46199 1.42897 -0.349
C -0.93277 -1.13867 0.53266 0.553
O -0.54810 -2.29970 0.68836 -0.526
H 2.56456 0.61494 0.27713 0.278
H 2.27851 -1.15186 -0.39301 0.249
H 2.88373 0.23310 -1.61545 0.261
H 0.67933 -0.42108 -2.05360 0.300
H 0.71281 1.28395 -1.76351 0.304
H -2.53579 1.74994 1.60479 0.341
H -2.67394 -0.81538 2.22207 0.303
```

LUMO, eV: -1.28
HOMO, eV: -9.6309
Frontier orbital gap, eV: 8.35
Calculated total energy, Ha: -362.728228
F_max, eV/A: 3.30

---

Entry 6:
DFT (ωB97M-V/def2-TZVPD) results for the molecule C6H7NO in a non-equilibrium geometry.

Structure (XYZ):
```
15
Properties=species:S:1:pos:R:3:mulliken_charge:R:1
O 1.61896 1.40247 1.25218 -0.550
C 0.32226 1.26652 0.70837 0.563
C -0.61430 0.21873 1.52172 -0.617
C -0.59039 -0.54255 0.16712 0.417
C -0.83336 -1.60694 -0.69365 -0.840
N -0.20860 -1.23390 -1.88100 0.014
C 0.52374 -0.05092 -1.78725 -0.907
C 0.22338 0.37358 -0.47932 -0.146
H 1.47307 1.94329 2.07882 0.347
H -0.19746 2.25903 0.64896 0.236
H -1.62379 0.38640 1.93225 0.312
H 0.08842 -0.25792 2.26808 0.202
H -1.44475 -2.50669 -0.58516 0.363
H -0.00193 -1.88454 -2.63352 0.248
H 1.26474 0.23344 -2.51760 0.358
```

LUMO, eV: 0.98
HOMO, eV: -8.1594
Frontier orbital gap, eV: 9.14
Calculated total energy, Ha: -362.738972
F_max, eV/A: 2.53

---

Entry 7:
DFT (ωB97M-V/def2-TZVPD) results for the molecule C6H7NO in a non-equilibrium geometry.

Structure (XYZ):
```
15
Properties=species:S:1:pos:R:3:mulliken_charge:R:1
O -0.86215 2.00180 0.33660 -0.518
C -0.27307 0.81101 0.30244 0.714
C 1.18010 0.76410 0.53650 -0.281
C 1.48283 -0.52712 0.72351 -0.695
C 0.16260 -1.15995 0.74635 0.584
N -0.76753 -0.28087 1.28023 -0.732
C -0.46652 -1.46016 -0.60337 -0.567
C -0.57919 0.07281 -1.04369 -0.770
H -1.31417 1.97415 1.17886 0.382
H 1.69387 1.86020 0.44158 0.277
H 2.44847 -1.04895 0.89351 0.375
H 0.26030 -1.97289 -1.26785 0.284
H -1.41443 -1.97407 -0.51807 0.336
H 0.05409 0.50324 -1.76434 0.322
H -1.60520 0.43670 -1.24226 0.291
```

LUMO (spin up / spin down), eV: -0.69 / -1.17
HOMO (spin up / spin down), eV: -8.1073 / -7.4330
Frontier orbital gap (spin up / spin down), eV: 7.42 / 6.26
Calculated total energy, Ha: -362.595026
F_max, eV/A: 3.51

---

Entry 8:
DFT (ωB97M-V/def2-TZVPD) results for the molecule C6H7NO in a non-equilibrium geometry.

Structure (XYZ):
```
15
Properties=species:S:1:pos:R:3:mulliken_charge:R:1
C 3.37492 -0.67663 0.18851 -0.221
C 2.19816 -0.71229 -0.11490 -0.585
C 0.72312 0.35984 0.21531 0.465
C 0.85023 1.59053 0.64260 -0.686
C -0.15148 -0.63640 -0.27874 -0.590
C -1.79924 0.19599 -0.07758 0.442
N -2.73392 -0.64779 -0.58187 -0.335
O -2.09326 1.25699 0.42360 -0.601
H 4.43042 -0.66678 0.33761 0.357
H 1.81206 1.99851 0.92763 0.300
H -0.03758 2.19875 0.80031 0.320
H -0.25627 -1.51602 0.35247 0.343
H -0.10541 -0.80913 -1.35171 0.345
H -2.50238 -1.55653 -0.94816 0.193
H -3.70936 -0.37904 -0.53509 0.254
```

LUMO, eV: 0.65
HOMO, eV: -9.0524
Frontier orbital gap, eV: 9.70
Calculated total energy, Ha: -362.632618
F_max, eV/A: 6.96

---

Entry 9:
DFT (ωB97M-V/def2-TZVPD) results for the molecule C6H7NO in a non-equilibrium geometry.

Structure (XYZ):
```
15
Properties=species:S:1:pos:R:3:mulliken_charge:R:1
O -1.22188 -0.97611 1.31569 -0.385
N 0.00416 -0.94645 2.15872 -0.377
C 1.12556 -0.83160 1.36128 -0.185
C 0.77701 -0.04314 0.08912 0.197
C 0.18533 -0.75221 -1.24136 -0.686
C -0.54108 0.30954 -1.85675 -0.189
C -0.60129 1.48149 -0.95122 -0.739
C 0.04157 1.17504 0.27643 -0.417
H -1.94896 -1.03488 2.19394 0.378
H 2.18969 -1.20165 1.69541 0.300
H 1.62172 0.38198 -0.36219 0.530
H 0.53140 -1.48737 -1.91672 0.393
H -1.00138 -0.12150 -2.65785 0.463
H -1.23704 2.21051 -1.33516 0.422
H 0.07520 1.83634 1.23067 0.294
```

LUMO, eV: 0.56
HOMO, eV: -8.3446
Frontier orbital gap, eV: 8.90
Calculated total energy, Ha: -362.586263
F_max, eV/A: 6.65

---

Entry 10:
DFT (ωB97M-V/def2-TZVPD) results for a cluster of 2 separate species, C6H7NO3 in total in a non-equilibrium geometry.

Structure (XYZ):
```
17
Properties=species:S:1:pos:R:3:mulliken_charge:R:1
C 2.94598 0.61375 4.01688 -0.674
O 1.85843 0.79269 3.12954 -0.301
C 1.26044 2.05982 3.22361 -0.708
C 0.13023 2.12791 2.30182 0.623
C -0.81784 2.15230 1.54521 0.261
C -1.96452 2.14472 0.68058 -0.053
O -2.73043 3.06559 0.53811 -0.438
C -2.18572 0.87498 -0.06912 0.218
N -2.42922 -0.13625 -0.57422 -0.396
H 3.33011 -0.39818 3.84938 0.233
H 3.74114 1.34642 3.81069 0.285
H 2.61959 0.71288 5.06407 0.287
H 0.89525 2.25864 4.24857 0.328
H 1.98008 2.85980 2.97153 0.334
O -1.05748 0.21421 -3.59909 -0.653
H -0.68228 0.96224 -3.10359 0.303
H -1.49050 -0.34472 -2.93559 0.349
```

LUMO, eV: -1.25
HOMO, eV: -10.8278
Frontier orbital gap, eV: 9.58
Calculated total energy, Ha: -513.181777
F_max, eV/A: 1.32